Model A:
DFT (wB97M-V/def2-TZVPD) results for 2 unconnected molecules or ions with the total composition C4H15N3O.

orbital gap = 9.43 eV
HOMO = -8.451 eV
E_LUMO = 0.0359 Eh

```
! wB97M-V def2-TZVPD RIJCOSX def2/J DEFGRID3
* xyz 0 1
C -0.199 -0.469 -2.880
N 0.084 -0.360 -1.452
C -0.328 0.929 -0.908
C -0.230 0.910 0.618
N -1.372 0.277 1.295
C -1.249 -1.110 1.663
N -1.601 -2.049 0.597
H -1.263 -0.546 -3.123
H 0.188 0.422 -3.389
H 0.377 -1.294 -3.302
H -0.506 -1.026 -0.997
H -1.353 1.231 -1.181
H 0.330 1.698 -1.300
H 0.649 0.324 0.885
H -0.088 1.918 0.986
H -2.223 0.515 0.811
H -0.221 -1.266 1.940
H -1.846 -1.269 2.568
H -1.138 -2.927 0.699
H -2.589 -2.252 0.579
O 4.144 1.712 1.095
H 4.492 2.529 1.485
H 4.932 1.331 0.685
*
```

Model B:
DFT (wB97M-V/def2-TZVPD) results for 2 unconnected molecules or ions with the total composition C4H15N3O.

orbital gap = 9.30 eV
HOMO = -8.501 eV
E_LUMO = 0.0295 Eh

```
! wB97M-V def2-TZVPD RIJCOSX def2/J DEFGRID3
* xyz 0 1
C 2.064 -1.183 0.390
C 0.571 -0.655 0.380
C -0.379 -1.838 0.091
N -1.600 -1.704 -0.693
N 0.439 0.454 -0.542
C 0.691 1.820 -0.046
N 0.226 2.776 -1.047
H 2.194 -1.624 1.361
H 2.260 -1.980 -0.323
H 2.806 -0.438 0.144
H 0.399 -0.164 1.340
H -0.605 -2.434 0.980
H 0.197 -2.565 -0.513
H -2.485 -1.430 -0.282
H -1.416 -1.200 -1.544
H 0.733 0.278 -1.489
H 1.767 1.910 0.164
H 0.211 2.075 0.892
H 0.696 2.668 -1.928
H -0.776 2.681 -1.084
O -2.473 0.857 1.573
H -3.430 0.893 1.499
H -2.091 0.803 0.677
*
```

We find model A to be the most stable, with the next structure 0.0069 hartree higher.

Model A:
DFT (wB97M-V/def2-TZVPD) results for a molecular structure, CFO5S.

orbital gap (spin up / spin down) = 8.89 / 8.89 eV
HOMO (spin up / spin down) = -6.350 / -6.350 eV
E_LUMO (spin up / spin down) = 0.0932 / 0.0932 Eh

```
! wB97M-V def2-TZVPD RIJCOSX def2/J DEFGRID3
* xyz -1 1
C -0.164 0.417 -0.620
O -0.311 -0.742 -0.233
O 0.050 1.413 -0.064
O 1.650 -1.412 1.594
O -0.150 -0.136 2.566
O -0.550 0.263 -1.963
F -0.744 1.482 -3.027
S 0.219 -1.286 1.746
*
```

Model B:
DFT (wB97M-V/def2-TZVPD) results for 2 unconnected molecules or ions with the total composition CFO5S.

orbital gap = 9.91 eV
HOMO = -6.340 eV
E_LUMO = 0.1311 Eh

```
! wB97M-V def2-TZVPD RIJCOSX def2/J DEFGRID3
* xyz -1 1
C 0.866 -1.281 0.653
O 1.672 -0.345 0.607
O 0.777 -2.423 0.825
O -0.813 1.917 -1.814
O -0.474 2.212 0.483
O -0.437 -0.501 0.218
F -1.637 -1.177 -0.284
S 0.046 1.599 -0.687
*
```

Model C:
DFT (wB97M-V/def2-TZVPD) results for a gas-phase ion, CFO5S (charge -1).

orbital gap = 9.30 eV
HOMO = -5.595 eV
E_LUMO = 0.1361 Eh

```
! wB97M-V def2-TZVPD RIJCOSX def2/J DEFGRID3
* xyz -1 1
C 0.290 0.116 -1.053
O -0.325 -0.957 -0.834
O 0.909 0.502 -2.005
O 0.493 -1.193 1.866
O -1.823 -0.480 1.522
O 0.106 0.880 0.100
F 0.787 2.120 0.111
S -0.756 -1.400 1.153
*
```

We find model C to be the most stable, with the next structure 0.0121 hartree higher.

Model A:
DFT (wB97M-V/def2-TZVPD) results for 2 unconnected molecules or ions with the total composition C2H2FNO.

orbital gap (spin up / spin down) = 9.86 / 7.80 eV
HOMO (spin up / spin down) = -11.611 / -9.734 eV
E_LUMO (spin up / spin down) = -0.0644 / -0.0710 Eh

```
! wB97M-V def2-TZVPD RIJCOSX def2/J DEFGRID3
* xyz 0 1
C 0.618 -1.017 0.568
C -0.524 0.258 0.183
N 1.581 -0.516 0.065
O -1.016 0.335 -0.894
F -0.712 1.776 -1.978
H 0.424 -1.958 1.103
H -0.370 1.122 0.953
*
```

Model B:
DFT (wB97M-V/def2-TZVPD) results for a single C2H2FNO molecule.

orbital gap = 10.29 eV
HOMO = -10.657 eV
E_LUMO = -0.0134 Eh

```
! wB97M-V def2-TZVPD RIJCOSX def2/J DEFGRID3
* xyz 0 1
O 1.247 1.760 0.133
C 0.552 0.780 0.013
C -0.766 0.021 -0.058
N 0.571 -0.486 -0.441
F 1.102 -1.661 0.231
H -1.101 -0.282 0.865
H -1.606 -0.131 -0.742
*
```

We find model B to be the most stable, with the next structure 0.0752 hartree higher.